Record 1
The following is a quantum chemistry calculation of 2 unconnected molecules or ions with the total composition C5H14 at a distorted geometry, from the OMol25 dataset.

Values from the calculation:
HOMO-LUMO gap in hartree: 0.43091
SMILES: CCC.CC
HOMO in eV: -10.64

XYZ file:
```
19
C5H14 | the OMol25 dataset | ωB97M-V/def2-TZVPD
C -0.842 0.789 -1.867
C -0.327 1.601 -0.722
C 1.042 2.085 -1.181
H -1.512 1.314 -2.596
H 0.052 0.575 -2.533
H -1.482 -0.055 -1.439
H -0.093 0.993 0.038
H -1.186 2.333 -0.424
H 1.112 2.527 -2.158
H 1.936 1.502 -1.015
H 1.181 3.082 -0.542
C 0.740 -2.241 1.485
C -0.631 -2.096 2.235
H 0.703 -2.962 0.718
H 0.891 -1.311 0.968
H 1.498 -2.580 2.118
H -0.726 -1.782 3.303
H -1.236 -1.349 1.749
H -1.031 -3.112 2.112
```

***

Record 2
The following is a quantum chemistry calculation of 2 unconnected molecules or ions with the total composition C5H14 at a distorted geometry, from the OMol25 dataset.

Values from the calculation:
HOMO-LUMO gap in hartree: 0.45148
SMILES: CCC.CC
HOMO in eV: -11.13

XYZ file:
```
19
C5H14 | the OMol25 dataset | ωB97M-V/def2-TZVPD
C -0.660 -0.437 1.148
C 0.140 -1.662 0.751
C -0.599 -2.581 -0.259
H -1.024 0.258 0.401
H -1.495 -0.663 1.819
H -0.030 0.113 1.847
H 0.213 -2.240 1.678
H 1.135 -1.495 0.356
H -0.297 -2.214 -1.249
H -1.666 -2.430 -0.122
H -0.269 -3.614 -0.324
C 0.512 2.064 -1.496
C 0.726 2.193 0.000
H 1.105 2.624 -2.225
H 0.670 1.043 -1.862
H -0.520 2.306 -1.758
H 1.339 1.461 0.507
H -0.267 2.087 0.431
H 0.986 3.187 0.357
```

***

Record 3
The following is a quantum chemistry calculation of 2 unconnected molecules or ions with the total composition C5H14 at a distorted geometry, from the OMol25 dataset.

Values from the calculation:
HOMO-LUMO gap in hartree: 0.45747
SMILES: CCC.CC
HOMO in eV: -11.31

XYZ file:
```
19
C5H14 | the OMol25 dataset | ωB97M-V/def2-TZVPD
C 3.028 0.644 -0.943
C 1.693 0.676 -0.155
C 1.264 -0.676 0.412
H 3.205 1.596 -1.446
H 3.049 -0.140 -1.697
H 3.851 0.507 -0.246
H 1.946 1.466 0.558
H 0.848 1.031 -0.751
H 1.783 -0.876 1.349
H 0.200 -0.852 0.599
H 1.430 -1.438 -0.354
C -3.091 -0.891 0.707
C -2.484 0.357 -0.014
H -2.839 -1.803 0.168
H -2.572 -1.032 1.653
H -4.152 -0.708 0.755
H -2.019 0.082 -0.956
H -3.271 1.082 -0.264
H -1.870 0.974 0.627
```

***

Record 4
The following is a quantum chemistry calculation of 2 unconnected molecules or ions with the total composition C5H14 at a distorted geometry, from the OMol25 dataset.

Values from the calculation:
HOMO-LUMO gap in hartree: 0.44493
SMILES: CCC.CC
HOMO in eV: -10.99

XYZ file:
```
19
C5H14 | the OMol25 dataset | ωB97M-V/def2-TZVPD
C 1.798 -1.185 -1.067
C 1.669 -0.689 0.421
C 0.613 -1.571 1.086
H 0.829 -0.948 -1.505
H 2.121 -2.197 -1.157
H 2.529 -0.513 -1.531
H 2.651 -0.484 0.824
H 1.286 0.383 0.309
H 0.763 -1.642 2.182
H -0.349 -1.007 1.145
H 0.563 -2.560 0.617
C -1.697 1.470 -0.946
C -1.929 1.590 0.609
H -2.485 2.071 -1.399
H -0.720 1.849 -1.255
H -1.833 0.483 -1.372
H -1.093 1.442 1.272
H -2.003 2.667 0.879
H -2.713 0.841 0.889
```

***

Record 5
The following is a quantum chemistry calculation of 2 unconnected molecules or ions with the total composition C5H14 at a distorted geometry, from the OMol25 dataset.

Values from the calculation:
HOMO-LUMO gap in hartree: 0.45203
SMILES: CCC.CC
HOMO in eV: -11.13

XYZ file:
```
19
C5H14 | the OMol25 dataset | ωB97M-V/def2-TZVPD
C 1.024 -0.492 1.612
C -0.445 -0.689 2.028
C -1.296 -1.387 0.968
H 1.576 -1.413 1.472
H 1.064 0.141 0.725
H 1.395 0.144 2.415
H -0.892 0.272 2.296
H -0.543 -1.280 2.939
H -0.765 -1.777 0.101
H -2.190 -0.934 0.527
H -1.815 -2.249 1.421
C 0.027 1.758 -1.742
C 0.709 0.714 -2.625
H -0.067 2.714 -2.267
H -1.044 1.531 -1.697
H 0.431 1.912 -0.750
H 1.199 -0.116 -2.133
H 1.392 1.219 -3.311
H -0.011 0.297 -3.331
```

***

Record 6
The following is a quantum chemistry calculation of 2 unconnected molecules or ions with the total composition C5H14 at a distorted geometry, from the OMol25 dataset.

Values from the calculation:
HOMO-LUMO gap in hartree: 0.42109
SMILES: CCC.CC
HOMO in eV: -10.36

XYZ file:
```
19
C5H14 | the OMol25 dataset | ωB97M-V/def2-TZVPD
C 0.078 -0.355 -1.665
C -0.343 1.100 -1.822
C 0.667 2.023 -1.063
H 0.665 -0.899 -2.429
H -0.854 -0.909 -1.749
H 0.657 -0.561 -0.796
H -0.641 1.501 -2.784
H -1.298 1.536 -1.215
H 1.542 2.153 -1.744
H 0.243 2.995 -0.814
H 0.909 1.616 -0.086
C -0.386 -0.497 1.870
C -0.267 -1.993 2.143
H -0.906 -0.155 0.992
H -0.475 0.185 2.739
H 0.719 -0.247 1.792
H -0.980 -2.821 2.029
H 0.085 -2.420 3.092
H 0.584 -2.253 1.511
```

***

Record 7
The following is a quantum chemistry calculation of 2 unconnected molecules or ions with the total composition C5H14 at a distorted geometry, from the OMol25 dataset.

Values from the calculation:
HOMO-LUMO gap in hartree: 0.45134
SMILES: CCC.CC
HOMO in eV: -11.13

XYZ file:
```
19
C5H14 | the OMol25 dataset | ωB97M-V/def2-TZVPD
C 1.143 0.321 1.251
C 1.812 0.592 -0.169
C 2.134 -0.654 -1.001
H 1.731 -0.413 1.880
H 0.125 -0.086 1.067
H 1.233 1.264 1.770
H 1.233 1.348 -0.718
H 2.726 1.020 0.095
H 1.348 -1.413 -0.860
H 2.078 -0.588 -2.091
H 3.093 -1.180 -0.871
C -2.739 -0.544 0.473
C -2.160 0.353 -0.580
H -3.695 -0.371 0.773
H -2.661 -1.593 0.158
H -2.149 -0.334 1.499
H -2.885 0.542 -1.399
H -1.203 0.035 -0.970
H -2.114 1.363 -0.180
```

***

Record 8
The following is a quantum chemistry calculation of 2 unconnected molecules or ions with the total composition C5H14 at a distorted geometry, from the OMol25 dataset.

Values from the calculation:
HOMO-LUMO gap in hartree: 0.43011
SMILES: CCC.CC
HOMO in eV: -10.60

XYZ file:
```
19
C5H14 | the OMol25 dataset | ωB97M-V/def2-TZVPD
C 1.861 0.023 0.582
C 0.530 0.551 0.946
C 0.312 1.306 2.213
H 2.505 0.748 0.960
H 2.172 -0.947 0.931
H 1.899 -0.283 -0.387
H 0.259 1.259 0.087
H -0.248 -0.139 0.809
H 0.990 1.997 2.313
H -0.706 1.499 2.366
H 0.373 0.556 3.084
C -0.842 -1.403 -1.390
C -1.637 -0.197 -2.163
H -0.754 -1.147 -0.308
H -1.357 -2.318 -1.506
H 0.160 -1.452 -1.714
H -2.772 -0.566 -1.892
H -1.356 -0.168 -3.246
H -1.390 0.683 -1.685
```

***

Record 9
The following is a quantum chemistry calculation of 2 unconnected molecules or ions with the total composition C5H14 at a distorted geometry, from the OMol25 dataset.

Values from the calculation:
HOMO-LUMO gap in hartree: 0.43558
SMILES: CCC.CC
HOMO in eV: -10.75

XYZ file:
```
19
C5H14 | the OMol25 dataset | ωB97M-V/def2-TZVPD
C 0.964 1.368 1.671
C 1.257 2.176 0.435
C 1.408 1.531 -0.944
H 1.731 0.558 1.987
H 0.924 1.767 2.599
H -0.045 0.877 1.415
H 2.236 2.689 0.671
H 0.411 2.897 0.327
H 1.037 2.289 -1.762
H 1.063 0.373 -0.931
H 2.408 1.275 -1.197
C -1.328 -1.676 -0.366
C -2.104 -2.878 -0.778
H -1.781 -0.730 -0.665
H -1.083 -1.300 0.696
H -0.202 -1.643 -0.694
H -1.565 -3.469 -1.606
H -3.136 -2.597 -1.004
H -2.194 -3.507 0.147
```

***

Record 10
The following is a quantum chemistry calculation of 2 unconnected molecules or ions with the total composition C5H14 at a distorted geometry, from the OMol25 dataset.

Values from the calculation:
HOMO-LUMO gap in hartree: 0.45218
SMILES: CCC.CC
HOMO in eV: -11.19

XYZ file:
```
19
C5H14 | the OMol25 dataset | ωB97M-V/def2-TZVPD
C -1.799 -0.147 1.849
C -1.001 1.140 1.696
C 0.363 1.083 1.070
H -1.129 -1.028 1.557
H -2.571 -0.282 1.202
H -2.227 -0.440 2.783
H -1.693 1.847 1.152
H -0.962 1.462 2.732
H 1.006 0.412 1.661
H 0.427 0.858 0.056
H 0.793 2.070 1.063
C 1.354 -1.509 -1.608
C 0.884 -0.309 -2.423
H 2.383 -1.214 -1.218
H 0.625 -1.840 -0.809
H 1.373 -2.309 -2.424
H 1.320 0.674 -2.250
H 1.073 -0.364 -3.465
H -0.219 -0.102 -2.623
```

***

Record 11
The following is a quantum chemistry calculation of 2 unconnected molecules or ions with the total composition C5H14 at a distorted geometry, from the OMol25 dataset.

Values from the calculation:
HOMO-LUMO gap in hartree: 0.45487
SMILES: CCC.CC
HOMO in eV: -11.26

XYZ file:
```
19
C5H14 | the OMol25 dataset | ωB97M-V/def2-TZVPD
C -1.059 1.361 -1.551
C -0.908 2.258 -0.293
C -0.989 1.456 0.998
H -0.148 1.240 -2.129
H -1.871 1.777 -2.139
H -1.418 0.411 -1.169
H -0.011 2.893 -0.290
H -1.663 3.041 -0.339
H -1.940 0.926 1.017
H -0.163 0.751 1.027
H -0.918 2.066 1.875
C 1.270 -2.750 1.079
C 1.570 -2.060 -0.234
H 1.254 -2.020 1.889
H 0.368 -3.364 1.074
H 2.031 -3.485 1.372
H 2.442 -1.413 -0.128
H 1.708 -2.676 -1.127
H 0.700 -1.460 -0.516
```

***

Record 12
The following is a quantum chemistry calculation of 2 unconnected molecules or ions with the total composition C5H14, from the OMol25 dataset.

Values from the calculation:
HOMO-LUMO gap in hartree: 0.45977
SMILES: CCC.CC
HOMO in eV: -11.37

XYZ file:
```
19
C5H14 | the OMol25 dataset | ωB97M-V/def2-TZVPD
C -1.392 1.173 0.133
C -0.798 0.654 1.459
C 0.049 1.690 2.202
H -2.481 1.168 0.100
H -1.028 0.548 -0.684
H -0.997 2.172 -0.068
H -1.586 0.336 2.138
H -0.185 -0.223 1.266
H 0.695 2.239 1.518
H -0.548 2.400 2.774
H 0.719 1.203 2.917
C 0.852 -2.431 -1.718
C 1.077 -0.921 -1.782
H -0.197 -2.618 -1.464
H 1.086 -3.007 -2.611
H 1.403 -2.837 -0.864
H 1.986 -0.626 -2.309
H 1.119 -0.508 -0.774
H 0.228 -0.411 -2.232
```

***

Respective LUMO values: 1.0823, 1.1539, 1.1334, 1.1132, 1.1669, 1.1002, 1.1476, 1.1074, 1.1042, 1.1112, 1.1215, 1.1414 eV.
Respective ΔE to the lowest compared entry with this formula, charge and spin values: 170.1, 69.3, 54.3, 96.0, 60.6, 195.8, 89.6, 212.8, 203.1, 131.0, 32.6, 25.7 kJ/mol.